Entry 1:
C4H7NOS2 | ωB97M-V/def2-TZVPD

Structure (ORCA input):
```
! RIJCOSX wB97M-V def2-TZVPD def2/J DEFGRID3
* xyz 0 1
C 0.24963 -1.89986 -2.25457
C 0.14481 -1.40851 0.11828
C -0.36791 -0.34339 1.06850
C -0.16179 3.59284 1.55332
H -0.21327 -1.58673 -3.42804
H 1.47713 -2.29867 -2.64404
H -0.58098 -2.61674 -1.72435
H 1.23138 -1.69176 0.53749
H -0.58647 -2.23210 0.28500
H -0.06684 4.29552 2.55684
H -0.53683 4.13482 0.44450
N -0.10559 2.28967 1.72153
O 0.35786 -0.89379 -1.13988
S -0.87922 -0.54215 2.55931
S 0.03809 1.20086 0.34611
*
```

Calculated values
DFT total energy	-29463.9831	eV
HOMO energy	-8.54	eV
strongest force on any atom	4.4	eV Å⁻¹
energy relative to the best compared isomer or geometry (same formula, charge and spin)	560.3	kJ/mol
frontier orbital gap	8.4	eV

Atomic partial charges in e from the Löwdin method, atoms 1 to 8: atom 1 (C): -0.084, atom 2 (C): -0.404, atom 3 (C): -1.131, atom 4 (C): -0.179, atom 5 (H): 0.131, atom 6 (H): 0.153, atom 7 (H): 0.108, atom 8 (H): 0.175

Entry 2:
C4H7NOS2 | ωB97M-V/def2-TZVPD

Structure (ORCA input):
```
! RIJCOSX wB97M-V def2-TZVPD def2/J DEFGRID3
* xyz 0 1
C -2.75643 -0.31571 -0.04857
S -1.39073 0.80525 -0.42242
C -0.13366 0.07553 0.69345
S 0.29069 -1.65953 0.30958
N 1.58502 -1.24532 -0.73542
C 1.91081 -0.03335 -0.58895
C 1.21987 0.78282 0.48582
O 1.03268 2.14809 0.20066
H -3.04601 -0.25483 0.99705
H -2.50953 -1.33289 -0.27998
H -3.59738 -0.00850 -0.65176
H -0.47558 0.13109 1.74745
H 2.72837 0.39406 -1.18128
H 1.80643 0.65297 1.38639
H 1.89414 2.56334 0.07969
*
```

Calculated values
SMILES	CS[C@H]1SN=C[C@H]1O
DFT total energy	-29468.5592	eV
HOMO energy	-8.64	eV
strongest force on any atom	0.7	eV Å⁻¹
energy relative to the best compared isomer or geometry (same formula, charge and spin)	118.8	kJ/mol
frontier orbital gap	9.2	eV

Atomic partial charges in e from the Löwdin method, atoms 1 to 8: atom 1 (C): -0.422, atom 2 (S): 0.831, atom 3 (C): -0.787, atom 4 (S): 0.868, atom 5 (N): -0.265, atom 6 (C): -0.230, atom 7 (C): -0.467, atom 8 (O): -0.056

Entry 3:
C4H7NS | ωB97M-V/def2-TZVPD

Structure (ORCA input):
```
! RIJCOSX wB97M-V def2-TZVPD def2/J DEFGRID3
* xyz 0 1
C 1.85203 -0.37681 -0.04861
C 0.31030 -0.39419 0.31877
C -0.51603 0.82594 -0.24420
C -1.99878 0.39663 0.00580
N -2.21546 -0.81722 0.12611
S -0.70314 -1.74892 -0.15203
H 2.27792 -1.26293 0.47141
H 1.88692 -0.52128 -1.12177
H 2.27510 0.49244 0.33358
H 0.24874 -0.24700 1.42736
H -0.21506 0.79618 -1.27956
H -0.29059 1.85797 0.10737
H -2.91195 0.99921 0.05578
*
```

Calculated values
SMILES	C[C@H]1CC=NS1
DFT total energy	-16585.5954	eV
HOMO energy	-8.61	eV
strongest force on any atom	4.2	eV Å⁻¹
energy relative to the best compared isomer or geometry (same formula, charge and spin)	128.9	kJ/mol
frontier orbital gap	9.5	eV

Atomic partial charges in e from the Löwdin method, atoms 1 to 8: atom 1 (C): -0.082, atom 2 (C): -0.701, atom 3 (C): -0.190, atom 4 (C): -0.277, atom 5 (N): -0.240, atom 6 (S): 0.871, atom 7 (H): 0.082, atom 8 (H): 0.069

Entry 4:
C4H7NS | ωB97M-V/def2-TZVPD

Structure (ORCA input):
```
! RIJCOSX wB97M-V def2-TZVPD def2/J DEFGRID3
* xyz 0 1
C 0.24599 -0.72516 -0.02481
C 0.55246 0.57779 -0.03394
C -0.98845 -1.54154 -0.01313
C -0.32052 2.28720 -0.05338
N 1.55671 -1.25743 -0.15126
S 2.29598 0.31969 -0.03556
H -1.82432 -0.95298 -0.38191
H -0.85435 -2.41512 -0.64795
H -1.22152 -1.88394 0.99755
H -0.37109 2.56286 0.98602
H 0.33635 2.89961 -0.64366
H -1.27688 2.09236 -0.50393
H 1.86964 -1.96332 0.50596
*
```

Calculated values
DFT total energy	-16583.8923	eV
HOMO energy	-8.05	eV
strongest force on any atom	5.1	eV Å⁻¹
energy relative to the best compared isomer or geometry (same formula, charge and spin)	293.2	kJ/mol
frontier orbital gap	8.9	eV

Atomic partial charges in e from the Löwdin method, atoms 1 to 8: atom 1 (C): -0.521, atom 2 (C): -0.416, atom 3 (C): -0.040, atom 4 (C): 0.030, atom 5 (N): -0.299, atom 6 (S): 0.860, atom 7 (H): 0.077, atom 8 (H): 0.079

Entry 5:
C4H7NS | ωB97M-V/def2-TZVPD

Structure (ORCA input):
```
! RIJCOSX wB97M-V def2-TZVPD def2/J DEFGRID3
* xyz 0 1
C 0.06750 -2.32835 -1.01767
N -0.28844 -1.45989 -0.00629
C -0.30875 -0.23132 -0.19731
S -0.69925 1.10871 -1.31096
C -0.59238 1.10584 0.50343
C 0.52185 1.91772 1.13401
H 0.13429 -1.72700 -1.96287
H -0.62996 -3.05783 -1.19441
H 0.96962 -2.83216 -0.73308
H -1.57172 1.11044 0.99343
H 0.99974 1.43115 2.06541
H 0.18889 3.00715 1.45752
H 1.20862 1.95552 0.26879
*
```

Calculated values
SMILES	C/N=C1\S[C@@H]1C
DFT total energy	-16584.6752	eV
HOMO energy	-8.99	eV
strongest force on any atom	3.0	eV Å⁻¹
energy relative to the best compared isomer or geometry (same formula, charge and spin)	217.7	kJ/mol
frontier orbital gap	9.6	eV

Atomic partial charges in e from the Löwdin method, atoms 1 to 8: atom 1 (C): -0.146, atom 2 (N): -0.011, atom 3 (C): -0.572, atom 4 (S): 0.864, atom 5 (C): -0.583, atom 6 (C): -0.137, atom 7 (H): 0.093, atom 8 (H): 0.049

Entry 6:
C4H7NS | ωB97M-V/def2-TZVPD

Structure (ORCA input):
```
! RIJCOSX wB97M-V def2-TZVPD def2/J DEFGRID3
* xyz 0 1
C -0.29469 1.74530 0.04554
N 0.02705 0.36877 0.15408
C -0.86690 -0.74785 -0.11991
C 0.45471 -1.63120 -0.01305
C 1.18191 -0.31615 0.20755
S 2.68723 0.17399 0.31667
H -1.17241 1.75406 -0.63092
H -0.67198 2.05868 0.98482
H 0.48516 2.26424 -0.52379
H -1.37460 -0.49488 -1.15634
H -1.62304 -0.78443 0.58623
H 0.60863 -2.23589 -0.88377
H 0.55892 -2.15466 1.03288
*
```

Calculated values
SMILES	CN1CCC1=S
DFT total energy	-16585.2312	eV
HOMO energy	-8.29	eV
strongest force on any atom	3.4	eV Å⁻¹
energy relative to the best compared isomer or geometry (same formula, charge and spin)	164.0	kJ/mol
frontier orbital gap	9.1	eV

Atomic partial charges in e from the Löwdin method, atoms 1 to 8: atom 1 (C): -0.043, atom 2 (N): -0.224, atom 3 (C): -0.109, atom 4 (C): -0.095, atom 5 (C): -0.923, atom 6 (S): 0.655, atom 7 (H): 0.092, atom 8 (H): 0.081

Entry 7:
C4H7NS | ωB97M-V/def2-TZVPD

Structure (ORCA input):
```
! RIJCOSX wB97M-V def2-TZVPD def2/J DEFGRID3
* xyz 0 1
C 2.36481 1.32786 -0.11988
C 1.24922 0.84471 -0.55048
N 0.31015 0.33908 0.16352
C 0.68191 -0.19576 1.47568
C -0.80155 -0.02779 -0.55279
S -1.97498 -1.09214 -0.27177
H 3.00589 1.06588 0.73051
H 3.01646 1.85152 -0.88460
H 0.81130 0.93455 -1.68180
H 1.73760 -0.76669 1.47076
H 0.55104 0.76197 2.01327
H -0.10005 -0.83527 1.63794
H -0.56000 0.39448 -1.59761
*
```

Calculated values
SMILES	C=CN(C)C=S
DFT total energy	-16583.9005	eV
HOMO energy	-8.53	eV
strongest force on any atom	6.1	eV Å⁻¹
energy relative to the best compared isomer or geometry (same formula, charge and spin)	292.4	kJ/mol
frontier orbital gap	8.8	eV

Atomic partial charges in e from the Löwdin method, atoms 1 to 8: atom 1 (C): -0.008, atom 2 (C): -0.315, atom 3 (N): -0.254, atom 4 (C): -0.015, atom 5 (C): -0.705, atom 6 (S): 0.655, atom 7 (H): 0.059, atom 8 (H): 0.073

Entry 8:
C4H7NS | ωB97M-V/def2-TZVPD

Structure (ORCA input):
```
! RIJCOSX wB97M-V def2-TZVPD def2/J DEFGRID3
* xyz 0 1
C 0.08502 -0.68673 -0.03929
C 0.52125 0.67477 -0.16744
C -1.25935 -1.33789 0.03226
C 0.11769 2.10203 -0.01281
N 1.32671 -1.29196 0.16936
S 2.21859 0.14731 -0.07489
H -1.34358 -1.83772 -0.86726
H -1.23963 -2.15237 0.91379
H -1.99336 -0.60389 0.10847
H -0.94069 2.04649 0.29124
H 0.93124 2.58054 0.76296
H 0.09416 2.56198 -0.90156
H 1.48194 -2.20256 -0.21482
*
```

Calculated values
DFT total energy	-16584.1411	eV
HOMO energy	-7.68	eV
strongest force on any atom	4.9	eV Å⁻¹
energy relative to the best compared isomer or geometry (same formula, charge and spin)	269.2	kJ/mol
frontier orbital gap	8.5	eV

Atomic partial charges in e from the Löwdin method, atoms 1 to 8: atom 1 (C): -0.442, atom 2 (C): -0.513, atom 3 (C): -0.032, atom 4 (C): -0.114, atom 5 (N): -0.320, atom 6 (S): 0.888, atom 7 (H): 0.041, atom 8 (H): 0.137